No. 1
Formula: C28H64BCl2O15P2Si
Source: OMol25
Level of theory: ωB97M-V/def2-TZVPD

```
! RIJCOSX wB97M-V def2-TZVPD def2/J DEFGRID3
* xyz -1 1
C 3.84865 -0.93604 -2.62954
C 3.29400 0.21169 -1.75015
Cl 3.25338 -0.40401 -0.05163
C 1.92851 0.60187 -2.27277
C 1.47778 2.02338 -2.00070
C 1.04673 2.41005 -0.55074
C 0.67561 1.31797 0.42083
O 1.15726 1.23356 1.53025
Cl -0.55750 0.07850 -0.02106
O 2.58206 2.90962 -2.23804
B 2.55783 3.24596 -3.67764
P 4.04408 2.55613 -4.81071
P 3.15794 1.45461 -6.43185
O 4.20036 1.04527 -7.37173
O 2.39622 0.10912 -5.92413
O 2.03238 2.34305 -7.16540
O 1.27917 2.64181 -4.20593
C 0.48335 2.61662 -3.05156
Si -1.23903 1.89277 -3.34067
C -1.23852 0.13534 -4.00685
C -2.02765 2.97212 -4.68373
C -2.39906 2.07355 -1.84858
H 4.52283 -0.50011 -3.35377
H 3.05035 -1.47492 -3.11056
H 4.42602 -1.60305 -2.00759
H 4.01182 1.01138 -1.79434
H 1.97293 0.47656 -3.34515
H 1.21990 -0.13884 -1.91575
H 1.88785 2.90386 -0.09623
H 0.26770 3.15699 -0.61616
H 2.46913 4.45714 -3.83450
H 4.66405 1.51926 -4.08235
H 1.57940 0.35684 -5.47490
H 1.36187 1.73987 -7.49618
H 0.27720 3.65554 -2.75188
H -2.23120 -0.18086 -4.30445
H -0.60976 0.02201 -4.88331
H -0.87645 -0.57364 -3.26868
H -1.68267 3.99021 -4.52774
H -1.74605 2.66512 -5.68126
H -3.10380 3.01184 -4.57037
H -3.00698 1.17861 -1.81558
H -1.88399 2.24027 -0.91852
H -3.06561 2.90947 -2.03872
C 2.11294 -2.18923 4.57616
O 1.01556 -1.39431 4.95890
C 0.44523 -0.68136 3.86364
C -1.05097 -0.54728 4.01779
O -1.78332 -1.74137 3.76680
C -1.73045 -2.77667 4.73109
C -2.46843 -2.48108 6.01920
O -1.73576 -1.59293 6.84486
C -2.55861 -0.79344 7.65936
H 2.96770 -1.56996 4.28091
H 2.39732 -2.79656 5.43512
H 1.84805 -2.86019 3.75018
H 0.66628 -1.18077 2.91564
H 0.89033 0.31659 3.84218
H -1.38747 0.15603 3.25287
H -1.31270 -0.11975 4.98747
H -0.70153 -3.08277 4.93000
H -2.23572 -3.62277 4.25817
H -2.61201 -3.42145 6.57062
H -3.45141 -2.05998 5.77709
H -3.29974 -0.25154 7.06012
H -1.92100 -0.06484 8.15685
H -3.07103 -1.39673 8.41902
C -3.07866 5.57718 0.63252
O -4.32478 4.91705 0.60421
C -4.36480 3.77055 1.43896
C -5.73751 3.58120 2.04268
O -6.05428 4.49045 3.08829
C -6.33650 5.83703 2.74425
C -7.65322 6.04355 2.02814
O -7.56892 5.64718 0.67117
C -8.79586 5.19337 0.15120
H -2.29872 4.97010 0.15908
H -3.18497 6.50738 0.07714
H -2.78143 5.81854 1.65983
H -3.62408 3.84695 2.24270
H -4.12523 2.89590 0.81978
H -5.74815 2.59540 2.51340
H -6.50971 3.57807 1.27198
H -5.51257 6.28534 2.18647
H -6.40360 6.36005 3.70134
H -7.91050 7.11175 2.05896
H -8.43481 5.47693 2.54812
H -9.21284 4.38963 0.76958
H -8.60463 4.79679 -0.84407
H -9.52131 6.01233 0.07552
C 3.09660 -8.48501 -1.76660
O 4.28269 -7.76234 -1.53640
C 4.59212 -6.85238 -2.58138
C 5.25501 -5.60054 -2.05147
O 4.37768 -4.70670 -1.39044
C 3.90252 -5.04949 -0.09790
C 4.94805 -4.98900 0.99221
O 5.81413 -6.11311 0.94209
C 7.10658 -5.82954 1.42240
H 3.21556 -9.18768 -2.60022
H 2.87194 -9.04771 -0.86186
H 2.25614 -7.81251 -1.97288
H 3.68738 -6.57212 -3.13147
H 5.28378 -7.35316 -3.27254
H 5.62348 -5.04370 -2.91640
H 6.12038 -5.84344 -1.43210
H 3.39360 -6.01530 -0.10638
H 3.15174 -4.29013 0.13175
H 4.44386 -4.98894 1.96837
H 5.51714 -4.05857 0.88764
H 7.54270 -4.97134 0.89815
H 7.72863 -6.70218 1.22954
H 7.09402 -5.63204 2.50100
*
```

Computed properties:
- LUMO (eV) = 2.08
- M (g/mol) = 812.6
- Kohn-Sham gap (eV) = 7.086
- electronic energy (eV) = -112964.6085
- HOMO (eV) = -5.00

---

No. 2
Formula: C8H14O2
Source: OMol25
Level of theory: ωB97M-V/def2-TZVPD

```
! RIJCOSX wB97M-V def2-TZVPD def2/J DEFGRID3
* xyz 0 1
C 2.00318 -1.50153 -1.17283
C 1.11663 -0.56013 -1.42867
C -0.36037 -0.67028 -1.13419
O -0.77309 -1.98142 -0.89970
C -0.72631 0.27654 0.06974
C -0.61215 1.74120 -0.34137
C -2.16853 -0.00754 0.51051
C 0.21729 -0.15428 1.18573
C 1.22450 0.83513 1.69926
O 0.17734 -1.29056 1.60767
H 1.72164 -2.44716 -0.74184
H 3.04899 -1.37235 -1.39528
H 1.42115 0.37391 -1.87939
H -0.92409 -0.33494 -2.01352
H -0.43181 -2.24093 -0.02724
H 0.40479 2.01424 -0.62157
H -1.26288 1.92741 -1.19903
H -0.93791 2.39189 0.47303
H -2.28852 -1.05253 0.78498
H -2.85731 0.21790 -0.30334
H -2.42398 0.61182 1.37186
H 1.93469 1.06951 0.90755
H 0.73772 1.75602 2.00871
H 1.75904 0.39807 2.53892
*
```

Computed properties:
- SMILES string = C=C[C@@H](O)C(C)(C)C(C)=O
- LUMO (eV) = 0.79
- ΔE to the lowest compared entry with this formula, charge and spin (kcal/mol) = 13.87
- M (g/mol) = 142.2
- Kohn-Sham gap (eV) = 10.345
- electronic energy (eV) = -12617.4777
- HOMO (eV) = -9.56

---

No. 3
Formula: C18H38ClN3O8P
Source: OMol25
Level of theory: ωB97M-V/def2-TZVPD

```
! RIJCOSX wB97M-V def2-TZVPD def2/J DEFGRID3
* xyz 1 1
C 1.29428 4.20787 -2.04729
C 2.47086 3.86604 -2.93773
Cl 3.51251 5.31742 -3.09970
C 3.35730 2.75726 -2.34398
C 2.84308 1.38882 -2.63441
C 2.56138 0.76642 -3.80897
C 2.63619 1.28728 -5.20346
O 1.41234 1.73423 -5.75815
C 0.25896 1.69983 -4.96002
O -0.71459 2.30890 -5.73166
C -2.03888 2.05525 -5.30497
C -2.39005 2.73370 -3.98946
O -3.76211 2.63087 -3.69001
N 2.13003 -0.50078 -3.49970
C 2.11316 -0.68824 -2.18551
P 1.48869 -2.23480 -1.44016
O 0.23848 -2.54703 -2.15896
N 2.55802 0.45349 -1.66246
O 2.67812 0.60249 -0.32774
N 1.34369 1.34813 0.21904
O 0.97810 0.77450 1.10934
H 1.65683 4.72606 -1.15875
H 0.77476 3.30575 -1.71382
H 0.58198 4.85829 -2.54866
H 2.15850 3.63284 -3.95450
H 3.39873 2.88730 -1.26351
H 4.35803 2.83662 -2.76769
H 3.01832 0.49649 -5.85608
H 3.36600 2.09825 -5.24356
H 0.40779 2.25967 -4.02355
H -0.04799 0.66373 -4.73412
H -2.70475 2.39528 -6.09664
H -2.21002 0.97335 -5.19738
H -2.10268 3.78500 -4.00574
H -1.79899 2.26786 -3.18479
H -4.02556 1.70620 -3.74038
H 1.83703 -1.18854 -4.18241
H 2.47302 -3.21346 -1.62251
H 1.30835 -1.91282 -0.09190
C -0.94832 -5.71546 3.79357
C 0.32163 -5.35552 3.04492
O 0.11132 -4.49501 1.93168
C -0.45769 -3.23784 2.22551
C 0.38413 -2.37517 3.15486
H -1.68785 -6.13465 3.11070
H -0.72686 -6.45532 4.56212
H -1.39686 -4.85130 4.28592
H 0.77004 -6.25401 2.62320
H 1.06064 -4.92317 3.72863
H -1.47299 -3.34039 2.62362
H -0.55737 -2.74106 1.25594
H 0.45160 -2.79798 4.15701
H -0.06012 -1.38206 3.24697
H 1.40252 -2.27330 2.77126
C -2.11334 -0.89233 6.72108
C -3.25022 -0.23688 5.95575
O -2.92501 1.03074 5.40821
C -1.86334 1.04885 4.48281
C -2.10545 0.19484 3.24747
H -1.73540 -0.22038 7.49220
H -2.46680 -1.80567 7.19950
H -1.27802 -1.16003 6.07051
H -4.08550 -0.04578 6.62777
H -3.62149 -0.90978 5.17384
H -0.92110 0.75820 4.96584
H -1.75746 2.09446 4.19130
H -2.15263 -0.86824 3.49031
H -1.29214 0.33550 2.53286
H -3.04483 0.46922 2.76666
*
```

Computed properties:
- LUMO (eV) = -5.21
- M (g/mol) = 490.9
- Kohn-Sham gap (eV) = 6.387
- electronic energy (eV) = -61931.0385
- HOMO (eV) = -11.59

---

No. 4
Formula: C5H16N2O
Source: OMol25
Level of theory: ωB97M-V/def2-TZVPD

```
! RIJCOSX wB97M-V def2-TZVPD def2/J DEFGRID3
* xyz 0 1
C -0.87415 1.87682 -0.37591
C -0.50524 0.92599 0.80703
N 0.32863 1.65883 1.72229
C 0.22811 -0.30733 0.24070
N -0.68960 -1.22949 -0.44046
C -1.54358 -1.94891 0.50717
C 0.05015 -2.19548 -1.21837
H -0.10229 1.72503 -1.13172
H -0.91098 2.91524 -0.06730
H -1.83916 1.69445 -0.85036
H -1.41796 0.60370 1.30426
H 0.96839 2.37478 1.43228
H 0.10700 1.61825 2.69508
H 0.95855 -0.87099 0.83925
H 0.78746 0.08051 -0.62288
H -2.14010 -1.26221 1.10408
H -0.88397 -2.46633 1.21943
H -2.19859 -2.65025 0.00203
H -0.67736 -2.81163 -1.75925
H 0.71627 -1.78764 -1.97459
H 0.61809 -2.92006 -0.60963
O 3.16723 1.49131 -1.26241
H 2.34243 1.27313 -0.81344
H 3.51066 2.21230 -0.74728
*
```

Computed properties:
- SMILES string = C[C@H](N)CN(C)C.O
- LUMO (eV) = 0.86
- ΔE to the lowest compared entry with this formula, charge and spin (kcal/mol) = 30.62
- M (g/mol) = 120.2
- Kohn-Sham gap (eV) = 9.510
- electronic energy (eV) = -10471.1938
- HOMO (eV) = -8.65